Formula: C28H41BN7OOsS3
Source: the Open Molecules 2025 dataset
Level of theory: wB97M-V/def2-TZVPD

- Net charge: +3
- E: -2859.21042 Eh
- Energy above the lowest of the compared OMol25 structures with the same formula, charge and spin: 0.0 kJ/mol

Each line ends with the Mulliken charge.
CARTESIAN COORDINATES (ANGSTROEM)
H: -5.5080 -2.5604 1.5631  0.054
C: -2.2922 -4.0176 2.2708  -0.394
H: -3.3410 -6.0647 3.9153  0.467
H: -4.3278 -3.1776 -4.7325  0.552
H: -4.4424 -6.3985 1.0994  0.491
N: -3.0395 -0.2683 -0.0533  0.007
H: -4.1964 -4.7526 0.4952  0.103
C: -2.6295 -6.3567 3.1404  -2.229
H: -1.6272 -6.3993 3.5723  0.503
C: -1.5397 -3.2161 -2.7170  0.031
O: 0.3291 0.5151 -1.3789  -0.231
N: -1.1618 -1.8945 -0.9218  1.514
C: -2.0597 -3.5604 3.5816  -0.089
H: -3.4302 -1.7752 -4.1488  0.339
H: -1.3410 -2.6664 -5.3968  0.394
H: -2.0173 -6.9826 0.5780  0.476
H: -7.2674 -2.7251 1.5050  0.471
C: -3.6966 -2.8097 -3.9244  -1.702
C: 0.6083 -3.3304 -1.5742  0.239
H: -7.1333 -3.3318 -0.9411  0.571
H: -5.3712 -3.1614 -0.9052  -0.132
C: -2.8718 -5.1364 -3.4784  -1.498
H: -1.8189 -5.3541 -0.0775  0.082
C: -0.2485 -3.7739 -2.5494  -0.282
C: -6.3097 -2.6295 -1.0676  -1.214
H: -3.4182 -5.1756 -2.5331  0.179
C: 2.1952 1.8401 -0.8860  -0.304
H: -2.0394 -0.8799 5.4297  0.439
H: -0.7087 -5.9634 1.1734  0.394
Os: -0.2058 0.4693 0.6919  1.419
H: -6.3988 1.2531 -0.7238  0.660
C: -6.4410 -2.0274 1.3701  -1.383
H: -6.3362 -2.2649 -2.0957  0.409
H: 2.5353 1.9226 -1.9127  0.330
H: -0.8511 -4.3560 -5.1761  0.353
H: -3.8404 3.3908 -1.7149  0.430
H: -2.3748 -3.9800 -5.9540  0.482
C: -1.6743 -2.2584 3.8285  0.449
H: -2.1647 -4.2465 4.4111  0.629
H: 2.1303 -4.7857 -1.9388  0.433
C: -6.4738 -1.4775 -0.0660  2.227
H: -7.8710 -0.3620 -1.3269  0.492
H: 2.2403 -4.0241 -0.3491  0.490
C: -3.0931 1.0553 -0.2445  1.037
H: 0.0747 -4.5591 -3.2206  0.514
H: -0.3544 -1.3789 5.2722  0.448
N: -2.1789 -3.1853 1.2424  -0.064
N: -1.8296 -1.9408 1.4762  0.236
N: -1.9870 -2.2964 -1.8835  -1.096
H: -6.5558 -1.2287 2.1058  0.389
H: -2.8922 -7.3682 2.8345  0.391
C: 0.0931 -2.3090 -0.7576  0.991
N: 1.1474 1.1794 -0.6339  -0.122
H: -4.8309 -5.0239 2.1319  0.403
C: -4.4113 3.1387 -0.8183  -2.099
C: -5.2967 -0.5297 -0.2110  -0.450
H: 2.7136 2.3096 -0.0613  0.305
C: -1.3874 -1.7246 5.1973  -1.991
H: -4.0126 3.7290 0.0087  0.478
C: -4.3234 1.6706 -0.5351  0.716
H: -8.6137 -1.4837 -0.2013  0.393
S: -1.6237 2.0050 -0.1248  -0.292
C: -1.5441 -1.4606 2.6868  0.721
C: -2.6938 -5.4381 1.9204  2.077
N: -4.0989 -1.0605 -0.0175  -0.140
C: -7.8030 -0.7654 -0.3145  -2.300
H: 2.7249 -3.1324 -1.7901  0.376
H: -1.5442 -2.4910 5.9519  0.385
H: -7.9838 0.0366 0.4042  0.493
H: -4.2753 -2.8268 -3.0016  0.064
C: -2.4569 -3.6951 -3.8219  2.008
C: -5.4205 0.8411 -0.5175  -0.303
C: 2.0010 -3.8508 -1.3983  -1.996
H: -2.0129 -5.8073 -3.4127  0.379
H: -5.4438 3.4384 -0.9787  0.381
C: -1.6983 -3.6697 -5.1585  -1.737
H: -3.5253 -5.5180 -4.2626  0.501
S: -1.0398 0.2241 2.7412  -0.330
S: 1.0862 -1.4506 0.4105  -0.425
C: -4.1321 -5.3915 1.3777  -1.524
C: -1.7455 -5.9576 0.8288  -1.419
B: -1.7177 -1.0221 0.1929  -1.053

Force components x, y, z for each atom (eV/Å):
H -0.014 0.000 -0.002
C -0.005 0.003 0.006
H 0.003 -0.003 0.000
H 0.000 -0.002 0.003
H 0.001 0.002 -0.002
N 0.010 -0.042 0.023
H -0.003 0.001 0.001
C 0.000 0.002 -0.004
H -0.002 0.002 0.000
C -0.014 -0.020 0.016
O 0.094 0.092 -0.010
N -0.113 0.042 -0.020
C -0.001 -0.018 -0.020
H -0.003 -0.003 -0.005
H -0.003 -0.001 0.000
H -0.004 0.003 -0.001
H 0.001 0.003 0.000
C -0.002 0.002 0.015
C 0.066 -0.055 -0.006
H 0.004 -0.003 0.004
H -0.004 0.001 -0.005
C 0.004 -0.008 0.003
H 0.002 -0.003 0.000
C -0.019 0.003 0.037
C 0.006 0.022 0.007
H 0.002 0.004 -0.002
C 0.005 0.017 0.015
H -0.003 -0.002 -0.007
H -0.004 -0.004 -0.004
Os -0.197 0.378 0.155
H -0.003 0.000 0.015
C -0.006 -0.006 0.002
H -0.011 -0.004 0.000
H 0.002 -0.004 -0.003
H 0.000 0.000 -0.006
H 0.007 -0.001 0.005
H 0.000 -0.001 0.001
C 0.022 0.040 0.090
H -0.004 -0.002 -0.003
H -0.001 0.005 -0.006
C 0.003 0.003 0.026
H -0.005 -0.006 0.002
H -0.016 -0.006 0.008
C -0.066 0.005 -0.026
H -0.004 0.005 -0.009
H 0.003 -0.008 -0.004
N 0.004 0.011 0.040
N -0.037 0.000 -0.079
N 0.047 -0.036 -0.023
H 0.003 -0.005 0.000
H -0.002 0.000 0.002
C 0.101 -0.006 0.003
N 0.015 -0.063 -0.106
H 0.000 -0.002 -0.003
C 0.007 -0.031 -0.014
C 0.031 -0.015 -0.051
H -0.002 0.002 0.000
C -0.005 -0.013 -0.027
H -0.007 -0.010 0.014
C -0.041 0.100 -0.014
H -0.001 0.000 -0.001
S 0.128 -0.162 -0.001
C -0.022 -0.073 -0.040
C -0.002 -0.004 -0.002
N -0.044 0.043 0.022
C 0.002 -0.003 0.004
H -0.003 0.008 0.014
H -0.002 -0.004 -0.005
H 0.005 0.006 -0.005
H 0.013 0.002 -0.024
C -0.004 0.028 -0.027
C 0.010 -0.025 0.003
C -0.027 0.016 -0.027
H -0.002 0.003 0.001
H -0.001 -0.008 0.000
C -0.003 -0.005 0.014
H 0.003 0.002 0.000
S 0.041 0.025 -0.011
S -0.010 -0.120 -0.061
C 0.001 -0.004 0.005
C 0.010 0.005 0.011
B 0.067 -0.092 0.101



Formula: C4H11N3
Source: the Open Molecules 2025 dataset
Level of theory: wB97M-V/def2-TZVPD

- Net charge: 0
- SMILES string: N/C=C(\N)CCN
- E: -323.21237 Eh
- Energy above the lowest of the compared OMol25 structures with the same formula, charge and spin: 247.2 kJ/mol

Each line ends with the Mulliken charge.
CARTESIAN COORDINATES (ANGSTROEM)
C: -0.9270 0.7026 -0.5709  -0.854
H: -0.8915 -1.7142 -2.6907  0.254
N: -1.0462 -1.4427 -1.7438  -0.650
H: -1.9607 0.6022 -0.0563  0.260
H: -0.5209 -1.2467 1.7846  0.241
C: -0.7191 -0.0019 -1.9084  -0.494
H: -1.3767 0.3906 -2.6464  0.373
H: 1.8666 1.2921 2.8760  0.218
H: -2.0101 -1.4620 -1.4771  0.211
H: 2.4451 0.0033 1.9847  0.236
C: 0.9540 1.0561 1.0380  -0.476
H: 0.6962 2.0750 0.9463  0.311
N: 2.0411 0.9203 1.9555  -0.493
C: -0.0050 0.1791 0.5053  0.288
N: -0.0248 -1.1777 0.8944  -0.585
H: 0.3769 0.2208 -2.2370  0.316
H: -0.7380 1.7837 -0.6236  0.354
H: -0.4953 -1.6594 0.0134  0.490

Force components x, y, z for each atom (eV/Å):
C -0.750 0.286 1.906
H -0.514 -1.442 -0.493
N 1.576 1.263 -0.293
H 0.973 -0.105 -1.531
H 0.036 -0.433 -0.473
C 1.140 0.629 1.264
H -0.443 0.774 -0.786
H -0.037 -0.018 0.025
H -0.723 -0.346 -0.337
H -0.096 -0.396 0.190
C -1.975 -1.481 0.112
H 0.006 1.237 -0.683
N -0.568 -0.424 -0.915
C 3.485 1.990 1.500
N -1.266 -0.763 -2.514
H -1.825 -0.881 0.558
H -0.106 -0.268 -0.337
H 1.087 0.378 2.806